No. 1
Here is a molecular structure, C3H3CaLiO3 in a non-equilibrium geometry from the OMol25 dataset. Energies are from ωB97M-V/def2-TZVPD.

Output
total charge = +3
ΔE to the lowest compared entry with this formula, charge and spin = 0.000 eV
spin multiplicity = 2
LUMO energy (alpha / beta) = -12.26 / -12.49 eV
HOMO energy (alpha / beta) = -20.50 / -23.90 eV
frontier orbital gap (alpha / beta) = 8.243 / 11.405 eV
strongest force on any atom = 0.050 hartree/bohr

Positions of all 11 atoms, in Å:
Ca 2.757 2.147 -1.036
O -1.447 2.895 -1.737
O -0.816 0.919 -1.059
O 0.716 2.519 -1.375
C -2.251 0.819 -1.197
C -0.431 2.109 -1.384
C -2.625 2.209 -1.600
Li -4.190 3.500 0.028
H -2.479 0.079 -1.978
H -2.668 0.472 -0.242
H -3.424 2.450 -2.436


No. 2
Here is C9H12N2O3 in the gas phase in a non-equilibrium geometry from the OMol25 dataset. Energies are from ωB97M-V/def2-TZVPD.

Output
total charge = 0
ΔE to the lowest compared entry with this formula, charge and spin = 6.665 eV
spin multiplicity = 1
LUMO energy = -0.62 eV
HOMO energy = -9.39 eV
frontier orbital gap = 8.770 eV
strongest force on any atom = 0.139 hartree/bohr

Positions of all 26 atoms, in Å:
O 2.333 -1.532 -1.352
O -2.667 -0.514 2.076
O -2.226 -2.590 2.113
N -2.028 -1.464 1.636
N 0.752 -0.105 -0.772
C 1.776 0.919 -0.372
C -1.000 1.557 0.222
C 1.433 1.742 0.861
C -0.624 0.292 -0.525
C 0.194 2.550 0.405
C -1.179 -1.386 0.554
C -0.841 -2.461 -0.163
C 1.162 -1.256 -1.152
C 0.045 -2.309 -1.366
H -1.769 2.183 -0.338
H -1.288 0.059 -1.339
H 2.152 2.335 1.197
H -0.592 -1.997 -2.204
H 2.003 1.546 -1.333
H 2.681 0.250 -0.271
H -0.139 3.256 1.082
H 0.277 3.117 -0.518
H -1.070 -3.412 0.284
H 1.291 0.998 1.606
H 0.554 -3.249 -1.596
H -1.231 1.470 1.266


No. 3
Here is 2 unconnected molecules or ions with the total composition C5H15NO in a non-equilibrium geometry from the OMol25 dataset. Energies are from ωB97M-V/def2-TZVPD.

Output
total charge = 0
ΔE to the lowest compared entry with this formula, charge and spin = 1.732 eV
spin multiplicity = 1
LUMO energy = 0.66 eV
HOMO energy = -8.79 eV
structure (SMILES) = CC[C@@H](C)CN.O
frontier orbital gap = 9.445 eV
strongest force on any atom = 0.082 hartree/bohr

Positions of all 22 atoms, in Å:
O 0.759 -3.124 1.191
N 0.525 0.770 2.191
C -0.228 0.946 -0.142
C 1.121 -0.797 -1.721
C -1.322 2.063 -0.437
C -0.345 0.233 1.182
C -0.149 0.096 -1.494
H 1.256 -1.249 -2.725
H 0.542 0.177 2.964
H 0.007 -2.748 0.556
H -1.013 2.788 -1.191
H 1.095 -1.617 -1.029
H -0.137 0.998 -2.163
H 0.197 -3.841 1.638
H -0.217 -0.853 1.218
H 2.086 -0.308 -1.423
H -1.055 -0.592 -1.584
H -1.375 0.272 1.545
H -1.691 2.585 0.477
H 1.487 0.950 1.875
H -2.219 1.732 -0.867
H 0.676 1.519 -0.061


No. 4
Here is a molecular structure, C27H38MnN7O5 from the OMol25 dataset. Energies are from ωB97M-V/def2-TZVPD.

Output
total charge = +1
ΔE to the lowest compared entry with this formula, charge and spin = 0.534 eV
spin multiplicity = 2
LUMO energy (alpha / beta) = -2.76 / -2.75 eV
HOMO energy (alpha / beta) = -10.40 / -10.29 eV
frontier orbital gap (alpha / beta) = 7.639 / 7.540 eV
strongest force on any atom = 0.010 hartree/bohr

Positions of all 78 atoms, in Å:
Mn -0.252 0.368 0.118
O -0.128 -1.551 0.632
O -1.205 -0.670 -1.609
O -0.640 1.931 -1.472
O 1.274 0.134 -1.354
O -3.971 -3.222 1.009
N -1.906 0.113 1.113
N 3.410 0.709 3.362
N -0.921 2.542 1.082
N 1.526 0.549 1.602
N -0.736 -2.642 -2.622
N 0.345 3.261 -3.004
N -2.318 -1.191 1.168
C -0.731 4.239 -2.926
C -0.395 -1.484 -2.059
C -2.164 2.382 1.581
C -1.180 4.906 1.392
C 3.513 -0.551 2.634
C 0.251 -3.622 -3.044
C 1.098 -1.168 -1.918
C 1.481 1.201 -2.272
C -2.010 -6.144 0.222
C 3.523 1.804 2.410
C -2.444 4.730 1.932
C -2.886 -3.962 0.754
C 1.483 3.629 -3.826
C -2.135 -3.046 -2.671
C 0.969 0.674 2.970
C -0.471 3.791 0.982
C 2.106 0.769 4.015
C -3.081 -5.324 0.506
C 2.391 -0.658 1.574
C -2.650 1.015 1.638
C 0.302 2.176 -2.219
C -1.583 -3.434 0.705
C -0.713 -5.633 0.179
C 2.401 1.710 1.345
C -0.514 -4.291 0.420
C -1.317 -1.996 0.849
C -2.949 3.447 2.021
H 1.757 -1.526 1.741
H 3.464 2.748 2.954
H 0.333 -0.198 3.135
H 2.408 1.709 -1.995
H -1.595 3.783 -2.453
H 1.596 0.814 -3.287
H 0.481 -3.864 0.396
H -3.683 -2.292 1.168
H 0.334 1.561 2.991
H -3.595 0.759 2.104
H 4.499 -0.602 2.170
H 3.446 -1.369 3.352
H 1.783 2.605 1.363
H -0.255 -4.388 -3.628
H -0.995 4.565 -3.931
H -0.744 5.890 1.292
H 2.075 2.762 -4.108
H 2.048 -0.048 4.735
H -2.277 -3.940 -2.061
H -2.182 -7.196 0.037
H -3.936 3.258 2.417
H 1.619 -1.227 -2.876
H 2.817 1.594 0.340
H 0.720 -4.108 -2.186
H -2.418 -3.259 -3.702
H 1.120 4.089 -4.744
H 0.507 3.917 0.531
H 1.016 -3.176 -3.680
H -3.028 5.576 2.268
H 0.126 -6.284 -0.027
H -2.750 -2.241 -2.280
H -4.091 -5.708 0.545
H 2.127 4.348 -3.313
H 2.807 -0.731 0.566
H 4.509 1.754 1.945
H 1.558 -1.878 -1.229
H -0.419 5.110 -2.344
H 2.044 1.704 4.575


No. 5
Here is 8 unconnected molecules or ions with the total composition C24H24BrF7O25 in a non-equilibrium geometry from the OMol25 dataset. Energies are from ωB97M-V/def2-TZVPD.

Output
total charge = 0
spin multiplicity = 1
LUMO energy = -1.10 eV
HOMO energy = -10.76 eV
structure (SMILES) = O=C1OC[C@@H](F)O1.O=C1OC[C@@H](F)O1.O=C1OC[C@@H](F)O1.O=C1OC[C@@H](F)O1.O=C1OC[C@@H](F)O1.O=C1OC[C@@H](F)O1.O=C1OC[C@@H](F)O1.O=CCOC(=O)OBr
frontier orbital gap = 9.661 eV
strongest force on any atom = 0.027 hartree/bohr

Positions of all 81 atoms, in Å:
Br -2.359 -4.564 -5.529
F -2.426 4.788 0.234
F -3.521 -8.303 -10.809
F 2.517 -6.697 -1.530
F 1.462 2.632 6.800
F 6.440 1.258 5.762
F -2.551 7.227 2.945
F 0.180 0.712 0.234
O 0.894 8.587 0.488
O -0.069 -4.523 -2.218
O -0.822 7.548 1.519
O -4.058 -6.341 -4.043
O 0.910 4.808 6.518
O 1.528 0.315 2.017
O -2.266 -7.235 -7.782
O -1.852 -6.097 -4.617
O 2.083 -4.477 -1.640
O 0.224 9.233 2.539
O 1.677 3.372 -0.690
O -0.218 6.604 5.744
O -2.543 -7.993 -3.741
O -1.200 4.583 5.831
O 3.385 -0.335 0.972
O -2.715 -6.072 -1.225
O 3.258 -0.490 3.213
O 4.744 5.294 4.973
O -1.062 -5.451 -8.443
O -0.238 4.226 0.132
O 0.003 3.971 -2.067
O 1.032 -2.562 -2.206
O 5.890 3.447 5.597
O 3.751 3.273 4.988
O -2.058 -6.799 -9.962
C 4.787 4.127 5.162
C 5.462 2.161 6.018
C 2.429 -0.017 -0.057
C 4.232 1.935 5.172
C 1.453 0.851 0.695
C -0.173 5.450 6.005
C -3.659 -5.539 -1.756
C 1.594 -5.748 -1.238
C -3.121 -8.158 -8.466
C -1.357 4.373 -1.851
C -4.594 -6.256 -2.715
C -1.224 7.495 2.882
C -1.284 4.978 -0.469
C -0.718 3.262 6.105
C 1.014 -3.736 -2.043
C 0.588 3.813 -0.862
C 2.772 -0.209 2.166
C -2.561 -8.120 -9.870
C 0.178 8.476 1.424
C -0.896 8.888 3.367
C -2.828 -6.881 -4.095
C -1.727 -6.393 -8.702
C 0.477 3.543 6.987
C 0.341 -5.891 -2.069
H -4.149 -7.794 -8.440
H -0.627 8.923 4.417
H -2.005 3.496 -1.873
H 2.905 0.499 -0.886
H 4.479 1.501 4.204
H -1.718 9.578 3.174
H -3.882 -4.485 -1.545
H 3.481 1.318 5.655
H -5.488 -5.666 -2.806
H 1.424 -5.741 -0.160
H -4.854 -7.241 -2.362
H 1.970 -0.936 -0.422
H -1.749 -8.826 -10.052
H -1.025 6.036 -0.451
H 1.716 1.906 0.711
H -0.418 2.783 5.172
H 0.555 -6.314 -3.051
H -1.483 2.662 6.590
H 5.275 2.182 7.093
H 0.250 3.613 8.052
H -0.676 6.701 3.389
H -3.073 -9.142 -8.008
H -1.678 5.079 -2.612
H -0.435 -6.475 -1.586


No. 6
Here is 2 unconnected molecules or ions with the total composition C3H4ClNO in a non-equilibrium geometry from the OMol25 dataset. Energies are from ωB97M-V/def2-TZVPD.

Output
total charge = 0
ΔE to the lowest compared entry with this formula, charge and spin = 5.634 eV
spin multiplicity = 1
LUMO energy (alpha / beta) = -3.19 / -3.16 eV
HOMO energy (alpha / beta) = -11.25 / -11.29 eV
frontier orbital gap (alpha / beta) = 8.059 / 8.130 eV
strongest force on any atom = 0.127 hartree/bohr

Positions of all 10 atoms, in Å:
Cl -0.379 -2.238 0.361
O -0.780 -0.180 -1.253
N -2.509 1.917 0.406
C 0.968 0.136 0.381
C 0.123 -0.736 -0.515
C -1.872 1.127 -0.094
H 0.956 -1.163 -1.369
H 1.367 -0.315 1.232
H 1.738 0.694 -0.218
H 0.387 0.757 1.071


No. 7
Here is 3 unconnected molecules or ions with the total composition C3H8O2S in a non-equilibrium geometry from the OMol25 dataset. Energies are from ωB97M-V/def2-TZVPD.

Output
total charge = 0
ΔE to the lowest compared entry with this formula, charge and spin = 3.588 eV
spin multiplicity = 1
LUMO energy = -0.82 eV
HOMO energy = -9.12 eV
frontier orbital gap = 8.297 eV
strongest force on any atom = 0.095 hartree/bohr

Positions of all 14 atoms, in Å:
S 1.363 1.986 -1.310
O -0.428 -2.201 -1.536
O -1.164 -1.414 1.337
C -0.473 -0.432 1.377
C 0.789 1.579 0.381
C -0.464 0.653 0.345
H -1.300 1.399 0.477
H -1.158 -2.313 -0.917
H 1.581 0.975 0.905
H 0.861 2.574 0.821
H 0.159 -0.125 2.283
H -0.675 -2.923 -2.156
H 1.485 0.020 -1.327
H -0.577 0.221 -0.681


No. 8
Here is 2 unconnected molecules or ions with the total composition C3H6NO2 in a non-equilibrium geometry from the OMol25 dataset. Energies are from ωB97M-V/def2-TZVPD.

Output
total charge = +1
ΔE to the lowest compared entry with this formula, charge and spin = 2.969 eV
spin multiplicity = 1
LUMO energy = -4.08 eV
HOMO energy = -14.82 eV
frontier orbital gap = 10.741 eV
strongest force on any atom = 0.115 hartree/bohr

Positions of all 12 atoms, in Å:
O -0.121 -0.319 -2.391
O 0.276 1.575 -1.133
N 0.103 -1.116 0.154
C 0.289 1.781 0.296
C -0.564 -1.905 0.839
C 0.085 0.592 -1.754
H -0.791 2.205 0.517
H 0.476 0.738 0.758
H -0.365 -3.027 1.023
H -1.360 -1.379 1.506
H 1.077 2.364 0.510
H 0.895 -1.510 -0.325


The highest total charge belongs to which entry?
C3H3CaLiO3